{"formula": "C24H50AlBrF2O11PS6", "method": "ωB97M-V/def2-TZVPD", "species": ["Br", "S", "S", "S", "S", "S", "S", "P", "Al", "F", "F", "O", "O", "O", "O", "O", "O", "O", "O", "O", "O", "O", "C", "C", "C", "C", "C", "C", "C", "C", "C", "C", "C", "C", "C", "C", "C", "C", "C", "C", "C", "C", "C", "C", "C", "C", "H", "H", "H", "H", "H", "H", "H", "H", "H", "H", "H", "H", "H", "H", "H", "H", "H", "H", "H", "H", "H", "H", "H", "H", "H", "H", "H", "H", "H", "H", "H", "H", "H", "H", "H", "H", "H", "H", "H", "H", "H", "H", "H", "H", "H", "H", "H", "H", "H", "H"], "coordinates": [[-5.82, -2.53, 1.39], [-3.64, -2.40, -6.30], [-0.52, 2.69, 4.47], [2.53, -5.12, 2.82], [-0.05, 1.25, -5.36], [-3.77, -1.75, -1.79], [2.26, 5.30, 0.43], [-3.66, -3.01, 1.95], [-2.45, -2.40, -0.06], [-0.84, -0.26, -0.88], [0.66, -4.31, -0.11], [2.36, -3.70, 2.82], [0.12, 1.70, 3.66], [1.08, 5.76, -0.25], [-3.36, -1.79, 3.03], [-0.76, 4.01, 3.94], [1.45, -5.99, 3.20], [-4.99, -2.90, -6.45], [-1.35, 1.74, -5.76], [0.68, 0.40, -6.26], [-2.68, -3.14, -5.53], [3.20, 4.45, -0.25], [1.80, 4.61, 2.03], [-2.05, 2.06, 5.17], [-1.81, 1.92, 6.68], [-0.63, -4.63, 0.37], [-2.77, -0.59, -8.05], [-2.92, -2.11, -7.93], [-2.57, -0.04, -6.63], [0.35, 2.87, 6.03], [-0.17, 0.51, -3.72], [2.52, 6.93, 2.47], [2.43, 5.53, 3.08], [0.67, 2.82, -3.38], [0.69, 1.39, -2.81], [-0.76, 2.97, 7.07], [4.00, -5.51, 3.81], [-0.94, -1.10, 0.29], [5.01, -6.12, 2.84], [0.95, 2.66, -4.88], [3.12, 6.74, 1.08], [-3.65, -0.70, -5.77], [-1.05, -0.17, 1.48], [-1.68, -4.15, -0.61], [4.73, -5.54, 1.45], [3.22, -5.64, 1.25], [-1.22, 0.52, -3.43], [-4.64, -0.30, -5.98], [-0.70, -4.16, 1.35], [-3.64, -2.11, 3.90], [-1.24, -4.09, -1.60], [3.13, 7.60, 3.08], [1.82, 5.52, 3.99], [-0.64, 0.80, 1.19], [-2.27, 1.11, 4.67], [4.89, -7.21, 2.82], [2.90, -6.66, 1.08], [1.41, 3.46, -2.90], [-0.66, -5.71, 0.52], [1.52, 7.37, 2.39], [1.71, 1.02, -2.77], [2.96, 7.57, 0.40], [-3.67, -0.16, -8.49], [0.72, 4.60, 2.09], [0.01, -1.63, 0.34], [1.99, 2.39, -5.07], [-3.45, -0.68, -4.70], [0.18, -0.52, -3.79], [-1.42, 0.92, 6.90], [-0.38, 2.81, 8.08], [0.95, 1.96, 6.16], [-1.96, -2.62, -7.95], [-1.58, -0.31, -6.26], [-1.93, -0.33, -8.70], [-2.64, 1.04, -6.59], [-2.83, 2.78, 4.94], [-1.20, 3.97, 7.03], [2.81, -4.99, 0.48], [4.18, 6.49, 1.13], [-0.31, 3.27, -3.24], [6.03, -5.92, 3.17], [3.70, -6.18, 4.61], [3.43, 5.18, 3.34], [-0.47, -0.52, 2.32], [1.00, 3.74, 5.97], [0.29, 1.36, -1.79], [4.35, -4.56, 4.23], [2.18, 3.59, 2.07], [5.03, -4.49, 1.41], [-4.34, -0.68, -1.26], [-2.08, -0.01, 1.79], [0.66, 3.51, -5.49], [-2.46, -4.91, -0.67], [5.26, -6.07, 0.67], [-3.59, -2.54, -8.68], [-2.73, 2.04, 7.23]], "lumo_ev": 1.774, "e_tot_ev": -204598.2669, "total_charge": -1, "gap_ha": 0.22646}

{"formula": "C29H23AsClN3PS4Tc", "method": "ωB97M-V/def2-TZVPD", "species": ["Tc", "As", "Cl", "S", "S", "S", "S", "P", "N", "N", "N", "C", "C", "C", "C", "C", "C", "C", "C", "C", "C", "C", "C", "C", "C", "C", "C", "C", "C", "C", "C", "C", "C", "C", "C", "C", "C", "C", "C", "C", "H", "H", "H", "H", "H", "H", "H", "H", "H", "H", "H", "H", "H", "H", "H", "H", "H", "H", "H", "H", "H", "H", "H"], "coordinates": [[-0.10, 1.34, -1.24], [2.02, 3.88, -4.43], [-2.14, 0.81, -2.50], [-0.71, 3.61, -1.34], [1.21, 1.36, -2.85], [1.85, 3.49, -6.32], [-0.64, 4.60, -2.94], [-0.61, -0.89, -0.23], [-1.52, 1.81, 0.49], [0.56, 1.98, 1.58], [1.11, 1.67, 0.50], [-2.85, 1.98, 0.51], [0.29, -1.99, -2.56], [-2.79, 2.76, 2.77], [-2.81, -2.53, -0.37], [-0.49, -1.28, 1.47], [-0.82, 2.11, 1.60], [0.67, -1.50, -1.30], [3.05, 1.07, 1.83], [-2.21, -1.36, -0.84], [-4.03, -1.11, -2.45], [2.03, -1.33, -0.97], [-2.85, -0.69, -1.88], [-1.56, -0.93, 2.31], [-1.41, 2.58, 2.76], [0.58, -2.05, 1.97], [-3.52, 2.44, 1.64], [2.61, -2.06, -3.19], [5.27, 1.25, 0.94], [4.41, 0.93, 1.99], [-4.60, -2.28, -1.96], [2.53, 1.51, 0.61], [3.39, 1.82, -0.44], [-4.00, -2.99, -0.93], [-0.48, -2.06, 4.13], [-1.55, -1.32, 3.64], [0.58, -2.43, 3.30], [1.26, -2.27, -3.50], [4.76, 1.70, -0.27], [2.99, -1.61, -1.92], [-4.50, -0.55, -3.26], [-2.34, -3.09, 0.44], [4.81, 0.58, 2.93], [0.98, -2.66, -4.47], [-4.59, 2.57, 1.60], [-3.40, 1.74, -0.39], [-5.53, -2.63, -2.40], [1.38, -3.04, 3.68], [1.37, -2.39, 1.32], [-2.38, -1.07, 4.28], [5.43, 1.98, -1.07], [-4.45, -3.89, -0.55], [-0.75, -2.15, -2.80], [3.37, -2.28, -3.93], [6.34, 1.16, 1.07], [3.01, 2.22, -1.37], [-0.47, -2.37, 5.17], [-3.29, 3.13, 3.66], [2.33, -0.96, 0.00], [2.38, 0.82, 2.64], [-0.78, 2.81, 3.61], [4.04, -1.50, -1.68], [-2.43, -0.41, 1.92]], "lumo_ev": [-14.638, -14.634], "e_tot_ev": -163064.0458, "total_charge": 4, "gap_ha": [0.17850, 0.17866]}

{"formula": "C3H5O3PS", "method": "ωB97M-V/def2-TZVPD", "species": ["S", "P", "O", "O", "O", "C", "C", "C", "H", "H", "H", "H", "H"], "coordinates": [[-0.09, 2.89, 0.09], [-1.39, 1.79, 1.33], [-1.32, 2.18, 2.86], [-2.90, 2.50, 1.04], [-1.27, 0.37, 1.09], [0.53, 1.28, -0.08], [1.67, -0.97, -0.89], [1.03, 0.28, -0.47], [-0.43, 1.78, 3.14], [-3.45, 2.50, 1.80], [2.05, -1.63, -0.08], [2.52, -0.78, -1.63], [0.79, -1.58, -1.32]], "e_above_lowest_kcal_mol": 29.9, "lumo_ev": 0.370, "e_tot_ev": -29458.2500, "gap_ha": 0.34669}

{"formula": "H4O5PS", "method": "ωB97M-V/def2-TZVPD", "species": ["S", "P", "O", "O", "O", "O", "O", "H", "H", "H", "H"], "coordinates": [[1.21, 0.52, 1.42], [0.27, -1.09, -1.21], [0.00, -0.12, 1.97], [-0.84, 1.57, -0.63], [-0.29, -0.39, -2.39], [2.44, -0.19, 1.77], [-1.01, -1.24, -0.16], [-0.74, -1.13, 0.77], [1.02, 0.02, -0.28], [-0.82, 0.95, -1.37], [-1.23, 1.10, 0.11]], "e_above_lowest_kcal_mol": 25.0, "lumo_ev": [3.410, 3.411], "e_tot_ev": -30428.7029, "total_charge": -1, "gap_ha": [0.27758, 0.27763]}

{"formula": "C4H8O2", "method": "ωB97M-V/def2-TZVPD", "species": ["O", "O", "C", "C", "C", "C", "H", "H", "H", "H", "H", "H", "H", "H"], "coordinates": [[-0.94, 1.51, 0.95], [1.39, -0.59, -0.27], [1.02, 0.71, -0.62], [-0.93, -0.76, 0.05], [-0.87, 0.74, -0.13], [0.43, -1.16, 0.61], [0.60, -2.23, 0.63], [-1.11, -1.27, -0.91], [0.54, -0.75, 1.63], [0.97, 0.85, -1.70], [1.74, 1.45, -0.21], [-1.75, -0.97, 0.74], [-1.30, 1.13, -1.07], [0.22, 1.34, 0.29]], "e_above_lowest_kcal_mol": 114.4, "lumo_ev": 0.912, "e_tot_ev": -8368.3227, "gap_ha": 0.36892}

{"formula": "C7H7FN2O2", "method": "ωB97M-V/def2-TZVPD", "species": ["F", "O", "O", "N", "N", "C", "C", "C", "C", "C", "C", "C", "H", "H", "H", "H", "H", "H", "H"], "coordinates": [[-0.44, 2.31, 1.04], [2.46, 0.89, -1.36], [-1.62, 0.53, -1.47], [-0.30, 0.95, -1.52], [-0.47, -0.90, -0.22], [-1.63, -0.54, -0.67], [2.43, -0.89, 0.13], [2.96, -1.82, 0.75], [0.37, 0.07, -0.76], [-2.96, -0.90, -0.12], [1.78, 0.09, -0.62], [0.51, 1.67, 1.70], [-3.63, -1.06, -0.88], [1.07, 2.25, 2.29], [-3.37, -0.17, 0.51], [1.84, 1.45, -1.91], [0.47, 0.63, 1.85], [-3.03, -1.90, 0.27], [3.55, -2.66, 1.00]], "e_above_lowest_kcal_mol": 70.8, "lumo_ev": [-0.623, 0.555], "e_tot_ev": -17158.2935, "gap_ha": [0.28348, 0.29378]}

{"formula": "C2H2NO3S", "method": "ωB97M-V/def2-TZVPD", "species": ["S", "O", "O", "O", "N", "C", "C", "H", "H"], "coordinates": [[-1.41, -0.86, -1.59], [1.07, -1.66, -1.27], [1.18, 1.78, -0.09], [-0.76, 2.03, 0.86], [0.18, 1.41, 0.40], [-0.02, -0.46, 0.55], [0.12, -1.00, -0.80], [-1.07, -0.48, 0.77], [0.71, -0.76, 1.17]], "e_above_lowest_kcal_mol": 85.6, "lumo_ev": 3.855, "e_tot_ev": -20571.9057, "total_charge": -1, "gap_ha": 0.27094}

{"formula": "C2H5N3S", "method": "ωB97M-V/def2-TZVPD", "species": ["S", "N", "N", "N", "C", "C", "H", "H", "H", "H", "H"], "coordinates": [[2.68, -0.43, 0.26], [0.13, -0.96, -0.14], [-1.94, 0.12, 0.49], [0.70, 1.29, -0.11], [-1.26, -0.82, -0.01], [1.09, 0.01, 0.00], [-1.81, -1.73, -0.40], [-0.10, 1.55, -0.62], [0.47, -1.88, -0.22], [1.41, 1.96, -0.13], [-1.36, 0.88, 0.89]], "e_above_lowest_kcal_mol": 11.0, "lumo_ev": 0.448, "e_tot_ev": -17460.6349, "smiles": "[H]/N=C\\NC(N)=S", "gap_ha": 0.33710}

Repeat the second record exactly.
{"formula": "C29H23AsClN3PS4Tc", "method": "ωB97M-V/def2-TZVPD", "species": ["Tc", "As", "Cl", "S", "S", "S", "S", "P", "N", "N", "N", "C", "C", "C", "C", "C", "C", "C", "C", "C", "C", "C", "C", "C", "C", "C", "C", "C", "C", "C", "C", "C", "C", "C", "C", "C", "C", "C", "C", "C", "H", "H", "H", "H", "H", "H", "H", "H", "H", "H", "H", "H", "H", "H", "H", "H", "H", "H", "H", "H", "H", "H", "H"], "coordinates": [[-0.10, 1.34, -1.24], [2.02, 3.88, -4.43], [-2.14, 0.81, -2.50], [-0.71, 3.61, -1.34], [1.21, 1.36, -2.85], [1.85, 3.49, -6.32], [-0.64, 4.60, -2.94], [-0.61, -0.89, -0.23], [-1.52, 1.81, 0.49], [0.56, 1.98, 1.58], [1.11, 1.67, 0.50], [-2.85, 1.98, 0.51], [0.29, -1.99, -2.56], [-2.79, 2.76, 2.77], [-2.81, -2.53, -0.37], [-0.49, -1.28, 1.47], [-0.82, 2.11, 1.60], [0.67, -1.50, -1.30], [3.05, 1.07, 1.83], [-2.21, -1.36, -0.84], [-4.03, -1.11, -2.45], [2.03, -1.33, -0.97], [-2.85, -0.69, -1.88], [-1.56, -0.93, 2.31], [-1.41, 2.58, 2.76], [0.58, -2.05, 1.97], [-3.52, 2.44, 1.64], [2.61, -2.06, -3.19], [5.27, 1.25, 0.94], [4.41, 0.93, 1.99], [-4.60, -2.28, -1.96], [2.53, 1.51, 0.61], [3.39, 1.82, -0.44], [-4.00, -2.99, -0.93], [-0.48, -2.06, 4.13], [-1.55, -1.32, 3.64], [0.58, -2.43, 3.30], [1.26, -2.27, -3.50], [4.76, 1.70, -0.27], [2.99, -1.61, -1.92], [-4.50, -0.55, -3.26], [-2.34, -3.09, 0.44], [4.81, 0.58, 2.93], [0.98, -2.66, -4.47], [-4.59, 2.57, 1.60], [-3.40, 1.74, -0.39], [-5.53, -2.63, -2.40], [1.38, -3.04, 3.68], [1.37, -2.39, 1.32], [-2.38, -1.07, 4.28], [5.43, 1.98, -1.07], [-4.45, -3.89, -0.55], [-0.75, -2.15, -2.80], [3.37, -2.28, -3.93], [6.34, 1.16, 1.07], [3.01, 2.22, -1.37], [-0.47, -2.37, 5.17], [-3.29, 3.13, 3.66], [2.33, -0.96, 0.00], [2.38, 0.82, 2.64], [-0.78, 2.81, 3.61], [4.04, -1.50, -1.68], [-2.43, -0.41, 1.92]], "lumo_ev": [-14.638, -14.634], "e_tot_ev": -163064.0458, "total_charge": 4, "gap_ha": [0.17850, 0.17866]}